Entry 1:
Computed, not measured: a structure of composition C52H47BrN13O2STl, with ωB97M-V/def2-TZVPD.

Atoms and positions in Å:
Tl: 0.586 -0.913 -0.578
C: -4.536 0.047 3.837
C: -3.180 -0.318 3.296
C: -2.043 0.419 3.621
C: -0.818 0.126 3.056
C: -0.647 -0.936 2.163
N: 0.615 -1.156 1.567
C: 1.697 -1.239 2.441
C: 1.451 -1.736 3.740
C: 2.373 -1.712 4.761
C: 3.641 -1.186 4.550
C: 4.656 -1.051 5.657
C: 3.940 -0.793 3.263
C: 3.041 -0.870 2.198
N: 3.599 -0.544 0.909
C: 4.909 -0.350 0.619
C: 5.023 -0.146 -0.734
C: 3.716 -0.243 -1.215
N: 2.876 -0.479 -0.219
C: -1.791 -1.677 1.850
C: -3.029 -1.361 2.398
N: -1.755 -2.760 0.916
C: -2.376 -3.954 1.027
C: -2.130 -4.652 -0.133
C: -1.337 -3.789 -0.904
N: -1.127 -2.651 -0.266
H: -4.447 0.574 4.788
H: -5.073 0.699 3.143
H: -5.149 -0.840 3.997
H: -2.130 1.264 4.295
H: 0.052 0.735 3.279
H: 0.461 -2.122 3.942
H: 2.093 -2.092 5.737
H: 4.181 -1.149 6.632
H: 5.434 -1.814 5.584
H: 5.142 -0.075 5.616
H: 4.920 -0.372 3.089
H: 5.679 -0.383 1.365
H: 5.925 0.045 -1.289
H: 3.337 -0.148 -2.222
H: -3.900 -1.922 2.075
H: -2.921 -4.222 1.915
H: -2.461 -5.645 -0.383
H: -0.900 -3.949 -1.877
C: -4.625 1.269 -4.040
C: -3.287 0.628 -3.788
C: -3.108 -0.748 -3.905
C: -1.901 -1.331 -3.580
C: -0.802 -0.585 -3.151
N: 0.381 -1.229 -2.722
C: 1.024 -2.071 -3.611
C: 0.761 -1.952 -4.993
C: 1.321 -2.768 -5.952
C: 2.203 -3.785 -5.606
C: 2.803 -4.711 -6.631
C: 2.514 -3.896 -4.265
C: 1.993 -3.052 -3.283
N: 2.525 -3.264 -1.967
C: 3.756 -3.751 -1.681
C: 3.809 -3.977 -0.328
C: 2.548 -3.583 0.142
N: 1.786 -3.146 -0.848
C: -0.979 0.799 -3.059
C: -2.207 1.381 -3.359
N: 0.062 1.664 -2.606
C: 0.269 2.948 -2.979
C: 1.297 3.439 -2.215
C: 1.664 2.370 -1.381
N: 0.920 1.307 -1.630
H: -5.158 0.757 -4.841
H: -5.250 1.224 -3.145
H: -4.512 2.317 -4.318
H: -3.940 -1.372 -4.211
H: -1.791 -2.407 -3.644
H: 0.082 -1.173 -5.311
H: 1.059 -2.612 -6.993
H: 2.261 -4.646 -7.574
H: 3.847 -4.461 -6.831
H: 2.774 -5.749 -6.295
H: 3.178 -4.692 -3.952
H: 4.509 -3.880 -2.439
H: 4.643 -4.349 0.241
H: 2.178 -3.556 1.156
H: -2.335 2.446 -3.204
H: -0.303 3.404 -3.768
H: 1.723 4.426 -2.250
H: 2.415 2.338 -0.607
Br: -6.941 3.268 0.877
C: -5.728 1.946 0.264
C: -6.214 0.806 -0.353
N: -5.408 -0.159 -0.796
C: -4.095 -0.002 -0.628
C: -3.527 1.114 -0.021
C: -4.368 2.113 0.434
C: -2.023 1.233 0.139
O: -1.569 2.273 0.637
O: -1.379 0.251 -0.317
H: -7.278 0.666 -0.497
H: -3.451 -0.795 -0.991
H: -3.956 2.990 0.915
C: -1.893 4.919 2.049
C: -0.451 4.929 2.439
C: 0.153 5.975 3.073
C: 1.523 5.851 3.376
N: 2.221 4.772 3.105
C: 1.621 3.714 2.499
S: 2.422 2.281 2.185
N: 0.289 3.838 2.154
C: 2.264 6.982 4.023
H: -2.363 5.862 2.316
H: -2.405 4.097 2.551
H: -1.992 4.741 0.978
H: -0.405 6.864 3.325
H: -0.151 3.056 1.647
H: 1.590 7.763 4.372
H: 2.962 7.414 3.304
H: 2.851 6.602 4.857

Calculated values
- LUMO level: 0.5 eV
- E_tot: -163724.8667 eV
- HOMO level: -6.99 eV

Entry 2:
Computed, not measured: a structure of composition C52H47N2OP2PtS at a distorted geometry, with ωB97M-V/def2-TZVPD.

Atoms and positions in Å:
Pt: 0.750 1.238 0.178
O: 3.596 2.034 0.790
N: 2.881 1.937 -0.425
C: 3.517 1.181 -1.271
C: 3.188 1.090 -2.658
C: 4.243 0.830 -3.551
C: 4.088 1.019 -4.905
C: 2.875 1.474 -5.411
C: 1.796 1.635 -4.561
C: 1.924 1.407 -3.193
P: 0.419 1.409 -2.174
C: -0.770 0.335 -3.061
C: -2.020 0.211 -2.455
C: -3.021 -0.546 -3.031
C: -2.786 -1.196 -4.231
C: -1.538 -1.107 -4.824
C: -0.526 -0.362 -4.241
C: -0.189 3.102 -2.429
C: -1.482 3.428 -2.819
C: -1.841 4.761 -2.940
C: -0.928 5.760 -2.653
C: 0.358 5.435 -2.249
C: 0.731 4.111 -2.142
H: 3.358 2.891 1.174
H: 4.459 0.737 -0.957
H: 5.201 0.527 -3.155
H: 4.917 0.838 -5.574
H: 2.767 1.684 -6.465
H: 0.839 1.956 -4.951
H: -2.198 0.725 -1.523
H: -3.984 -0.621 -2.547
H: -3.570 -1.771 -4.695
H: -1.352 -1.616 -5.758
H: 0.439 -0.326 -4.722
H: -2.208 2.650 -3.011
H: -2.843 5.017 -3.250
H: -1.223 6.794 -2.730
H: 1.061 6.216 -2.002
H: 1.731 3.836 -1.833
C: -4.215 -1.179 1.716
C: -4.141 0.071 0.893
C: -5.307 0.488 0.252
C: -5.382 1.656 -0.480
C: -4.270 2.478 -0.576
C: -3.100 2.077 0.034
C: -3.008 0.876 0.750
P: -1.303 0.647 1.375
C: -1.199 -0.946 2.233
C: -1.205 -1.007 3.625
C: -1.128 -2.227 4.270
C: -1.035 -3.391 3.523
C: -1.027 -3.333 2.141
C: -1.090 -2.118 1.475
C: -1.085 -2.061 -0.016
C: -1.345 1.931 2.662
C: -2.434 2.073 3.515
C: -2.465 3.111 4.426
C: -1.439 4.045 4.440
C: -0.386 3.939 3.553
C: -0.303 2.863 2.669
C: 0.889 2.665 1.817
H: -5.259 -1.420 1.907
H: -3.708 -1.061 2.669
H: -3.768 -2.029 1.202
H: -6.185 -0.134 0.347
H: -6.307 1.935 -0.961
H: -4.310 3.407 -1.127
H: -2.207 2.689 -0.043
H: -1.283 -0.096 4.199
H: -1.168 -2.269 5.349
H: -0.965 -4.348 4.019
H: -0.977 -4.245 1.559
H: -0.654 -2.965 -0.438
H: -0.506 -1.201 -0.368
H: -2.103 -1.956 -0.392
H: -3.255 1.372 3.459
H: -3.288 3.202 5.117
H: -1.462 4.860 5.148
H: 0.402 4.679 3.567
H: 1.621 2.084 2.401
H: 1.316 3.629 1.521
N: 2.093 -0.724 0.768
S: 3.180 -1.885 0.692
C: 3.197 -2.636 2.348
C: 2.482 -2.029 3.362
C: 2.632 -2.495 4.656
C: 3.488 -3.555 4.909
C: 4.182 -4.169 3.878
C: 4.051 -3.698 2.585
C: 2.434 -3.257 -0.221
C: 1.750 -4.294 0.391
C: 1.423 -5.419 -0.349
C: 1.776 -5.505 -1.686
C: 2.416 -4.444 -2.305
C: 2.756 -3.321 -1.569
H: 2.647 0.083 1.060
H: 1.812 -1.214 3.124
H: 2.095 -2.020 5.462
H: 3.622 -3.903 5.921
H: 4.834 -5.004 4.081
H: 4.592 -4.152 1.767
H: 1.491 -4.232 1.437
H: 0.916 -6.244 0.128
H: 1.564 -6.406 -2.240
H: 2.667 -4.498 -3.354
H: 3.286 -2.496 -2.020

Calculated values
- Net charge: +1
- LUMO level: -3.4 eV
- E_tot: -92366.7622 eV
- HOMO level: -9.58 eV